This record from OMol25 describes C24H45N10O2PdS2 as an isolated structure. The level of theory is the ωB97M-V functional and the def2-TZVPD basis.

- ⟨S²⟩: 6.0597
- HOMO-LUMO gap (spin up / spin down): 8.08 / 4.94 eV
- F_max: 0.3 eV/A
- Energy above the lowest of the compared OMol25 structures with the same formula, charge and spin: 0.0 kJ/mol
- Calculated total energy: -2562.8686 Ha
- Molar mass: 676.25 u

The geometry in ORCA input format:
```
! wB97M-V def2-TZVPD RIJCOSX def2/J DEFGRID3
* xyz 3 5
Pd 0.848 -0.987 0.610
S 1.013 2.800 -2.842
S 0.247 4.449 -0.118
O 0.851 4.985 -1.303
O 0.853 4.591 1.164
N 1.791 0.408 2.142
N 0.083 -2.570 -0.892
N 1.375 -2.719 1.927
N 2.995 -1.348 -0.072
N -0.366 -3.840 -2.801
N -0.071 2.834 -0.286
N -0.912 -0.539 1.918
N -4.724 7.507 0.361
N 0.484 0.784 -1.228
N -1.968 -2.355 -2.033
C -1.102 -2.980 2.327
C 3.828 -0.131 -0.257
C 0.738 0.935 3.043
C 3.933 0.793 0.954
C 0.729 -4.750 -2.514
C 3.567 -2.314 0.896
C 0.269 -3.656 2.246
C 2.547 -3.364 1.300
C -1.959 5.358 1.264
C 0.409 2.156 -1.282
C -3.035 6.580 -1.041
C -0.891 -3.848 -4.167
C -0.722 -2.903 -1.886
C -1.899 5.828 -1.147
C 1.244 1.228 -3.372
C -3.652 6.745 0.240
C -3.086 -3.250 -2.387
C 2.651 1.419 1.487
C -2.362 -1.243 -1.189
C -3.095 6.104 1.395
C -1.364 5.221 -0.001
C -1.122 -1.584 2.949
C 0.918 0.298 -2.380
C -0.660 0.814 2.450
H -1.487 4.912 2.129
H 0.502 -4.166 3.184
H 2.193 -3.922 0.431
H -0.061 -4.003 -4.855
H 2.418 -0.154 2.709
H -2.697 -1.589 -0.204
H 1.615 1.010 -4.362
H -1.523 -2.916 1.322
H 0.613 -5.201 -1.527
H 3.884 -1.763 1.782
H 4.840 -0.423 -0.551
H 2.913 2.201 2.205
H -3.906 -3.070 -1.694
H -5.126 7.987 -0.435
H -5.170 7.660 1.257
H -3.564 6.246 2.360
H -1.539 -0.546 -1.071
H 1.016 -0.774 -2.498
H -3.460 7.075 -1.905
H -1.391 1.080 3.222
H 0.244 -4.415 1.465
H 0.965 -3.043 -1.052
H 4.464 0.301 1.775
H 3.011 -4.090 1.974
H -1.744 -0.505 1.339
H 1.688 -2.314 2.805
H -2.787 -4.291 -2.292
H 0.935 1.981 3.287
H 4.463 -2.793 0.493
H 0.792 0.383 3.982
H -1.387 5.731 -2.095
H 4.593 1.609 0.654
H 1.712 -4.265 -2.579
H -0.347 -1.479 3.711
H 0.719 -5.551 -3.248
H -0.767 1.507 1.616
H 2.081 1.897 0.690
H -1.623 -4.640 -4.326
H -1.757 -3.637 2.900
H -3.449 -3.073 -3.398
H -2.074 -1.407 3.455
H 2.962 -1.813 -0.976
H -3.195 -0.727 -1.665
H -1.348 -2.889 -4.393
H 3.397 0.422 -1.095
*
```